1.
C5H9NO2 | wB97M-V/def2-TZVPD

XYZ file:
```
17
Properties=species:S:1:pos:R:3:lowdin_charge:R:1
C -1.63 1.00 0.28 -0.001
C -0.73 -0.21 0.19 -0.523
N -0.92 -1.16 1.26 0.112
O -0.74 -0.83 -1.09 0.056
H -1.88 -1.44 1.39 0.080
H -0.36 -1.99 1.12 0.094
H -1.44 1.71 -0.53 0.092
H -1.49 1.53 1.23 0.090
H -2.69 0.70 0.22 0.082
C 1.96 0.70 0.52 -0.046
O 1.25 -0.89 -2.32 0.184
C 0.54 -0.54 -1.32 -0.442
C 0.77 0.06 -0.13 -0.139
H 0.65 -1.25 -2.99 0.146
H 2.16 0.20 1.48 0.069
H 2.85 0.68 -0.11 0.078
H 1.71 1.72 0.81 0.068
```

## Properties
Energy above the lowest of the compared OMol25 structures with the same formula, charge and spin: 207.3 kJ/mol
E_LUMO: 0.67 eV
M: 115.13 g/mol
Energy: -10914.4268 eV

2.
H21O11 | wB97M-V/def2-TZVPD

XYZ file:
```
32
Properties=species:S:1:pos:R:3:lowdin_charge:R:1
O -3.70 -2.50 -0.05 -0.024
H -2.84 -2.38 0.35 -0.003
H -3.44 -2.29 -0.89 -0.039
O -0.97 -1.30 0.75 -0.172
H -0.55 -1.07 -0.38 0.050
H -1.06 -1.65 -3.29 -0.065
O -2.54 0.95 2.22 -0.092
H -1.08 -1.55 -1.40 -0.171
H 1.59 -1.71 2.04 0.078
O 2.94 -0.92 0.46 -0.075
H 2.60 -1.30 -0.31 -0.010
H 0.83 4.51 0.37 0.043
O 2.29 1.20 3.52 -0.086
H 0.24 0.85 -3.29 -0.025
H 2.59 0.05 0.40 0.069
O 1.63 -2.07 3.02 -0.058
H 0.89 -2.10 3.51 -0.050
H -2.14 -0.74 -3.95 -0.046
O -1.55 -1.39 -3.99 0.008
H -2.55 0.10 2.82 0.089
O -0.56 -0.96 -1.70 -0.232
H -1.99 0.84 1.50 -0.045
H 1.09 0.28 -1.38 0.003
O 1.71 0.94 -1.06 -0.024
H 1.14 1.38 -0.48 0.018
H -0.39 -1.55 1.33 -0.139
O 0.45 1.64 -3.71 0.035
H 2.15 1.71 4.33 0.032
H 0.34 2.29 -3.13 -0.061
O 0.37 4.63 -0.48 -0.090
H 2.41 0.28 3.85 0.033
H 0.10 3.81 -0.98 0.049
```

## Properties
Energy above the lowest of the compared OMol25 structures with the same formula, charge and spin: 473.9 kJ/mol
E_LUMO: 2.55 eV
Charge: -1
M: 197.16 g/mol
Energy: -22862.0229 eV

3.
C20H23CoN4O | wB97M-V/def2-TZVPD

XYZ file:
```
49
Properties=species:S:1:pos:R:3:lowdin_charge:R:1
Co -0.79 0.21 -0.08 0.537
C 1.72 -0.71 -1.34 -0.142
C 2.09 -1.49 -0.09 -0.092
C 1.91 -0.74 1.20 -0.254
C 2.94 -0.56 2.11 -0.004
C 2.67 0.05 3.33 -0.039
C 1.38 0.45 3.61 -0.033
C 0.41 0.26 2.64 -0.098
N 0.66 -0.31 1.45 0.084
N 0.25 -0.62 -1.58 -0.216
C -0.31 -1.97 -1.87 -0.081
C -1.21 -2.47 -0.75 -0.233
C -1.53 -3.80 -0.60 -0.003
C -2.42 -4.16 0.40 -0.033
C -2.97 -3.17 1.21 -0.026
C -2.59 -1.86 1.00 -0.067
N -1.73 -1.53 0.04 0.047
C 0.02 0.33 -2.69 -0.099
C 0.21 1.73 -2.17 -0.240
C 0.42 2.81 -3.01 0.006
C 0.57 4.06 -2.44 -0.027
C 0.53 4.19 -1.06 -0.022
C 0.30 3.06 -0.30 -0.077
N 0.14 1.85 -0.84 0.062
H 2.18 -1.17 -2.22 0.133
H 2.11 0.31 -1.27 0.130
H 3.13 -1.81 -0.17 0.126
H 1.50 -2.41 -0.04 0.122
H 3.93 -0.92 1.88 0.119
H 3.46 0.19 4.05 0.118
H 1.11 0.90 4.55 0.115
H -0.62 0.55 2.79 0.102
H 0.48 -2.69 -2.07 0.134
H -0.91 -1.90 -2.78 0.138
H -1.09 -4.55 -1.24 0.124
H -2.69 -5.19 0.55 0.119
H -3.68 -3.41 1.99 0.116
H -2.96 -1.02 1.58 0.119
H -1.00 0.20 -3.05 0.143
H 0.70 0.13 -3.52 0.143
H 0.47 2.67 -4.08 0.127
H 0.73 4.93 -3.07 0.121
H 0.66 5.15 -0.58 0.119
H 0.26 3.11 0.78 0.106
C -2.08 2.29 1.55 -0.257
O -2.12 1.10 0.83 -0.368
H -2.26 3.17 0.93 0.075
H -1.14 2.47 2.09 0.045
H -2.87 2.28 2.32 0.081
```

## Properties
Energy above the lowest of the compared OMol25 structures with the same formula, charge and spin: 0.0 kJ/mol
E_LUMO (spin up / spin down): -2.43 / -2.42 eV
Charge: +1
M: 394.36 g/mol
Energy: -66743.8124 eV
2S+1: 2

4.
C2H4N2O4S | wB97M-V/def2-TZVPD

XYZ file:
```
13
Properties=species:S:1:pos:R:3:lowdin_charge:R:1
O -1.75 1.50 0.34 0.132
C -0.96 0.66 0.06 -0.453
C -1.20 -0.84 0.04 -0.131
N 0.05 -1.45 -0.29 -0.137
S 1.29 -0.52 0.14 0.678
O 1.51 -0.49 1.58 -0.270
O 2.45 -0.64 -0.67 -0.239
N 0.37 0.95 -0.26 -0.207
O 0.78 2.19 -0.33 0.086
H -1.67 -1.25 0.91 0.129
H -1.94 -1.26 -0.68 0.153
H 0.15 -1.39 -1.35 0.153
H 0.91 2.53 0.52 0.105
```

## Properties
Energy above the lowest of the compared OMol25 structures with the same formula, charge and spin: 0.0 kJ/mol
E_LUMO: 0.30 eV
M: 152.13 g/mol
Energy: -24141.2441 eV

5.
C4H5NS | wB97M-V/def2-TZVPD

XYZ file:
```
11
Properties=species:S:1:pos:R:3:lowdin_charge:R:1
C 1.06 0.99 0.04 -0.262
C 1.48 -0.18 -0.48 -0.066
C -0.22 1.12 0.56 -0.215
C 0.11 -1.21 -0.58 -0.196
N -2.39 -0.40 -0.12 -0.360
S -0.98 -0.46 0.48 0.850
H 1.86 1.73 0.01 0.111
H 2.44 -0.27 -0.95 0.082
H -0.75 1.76 1.17 0.048
H 0.42 -2.26 -0.64 0.047
H -3.05 -0.81 0.52 -0.038
```

## Properties
Energy above the lowest of the compared OMol25 structures with the same formula, charge and spin: 500.1 kJ/mol
E_LUMO (spin up / spin down): -1.01 / -1.00 eV
M: 99.16 g/mol
Energy: -16548.8816 eV

6.
C3H5Cl2NS | wB97M-V/def2-TZVPD

XYZ file:
```
12
Properties=species:S:1:pos:R:3:lowdin_charge:R:1
S -1.22 -3.00 -0.02 0.453
N -0.04 -2.02 0.60 -0.654
C 0.05 -1.38 1.71 -0.706
Cl -1.25 -1.09 2.82 0.619
H 0.88 -2.08 0.02 0.134
H 1.02 -0.63 1.85 0.148
C -0.43 2.09 -1.54 -0.043
C 0.40 1.30 -0.79 -0.649
Cl 2.12 1.16 -0.98 0.568
H -1.44 2.31 -1.31 0.045
H -0.02 2.48 -2.47 0.046
H -0.06 0.86 0.13 0.038
```

## Properties
Energy above the lowest of the compared OMol25 structures with the same formula, charge and spin: 283.9 kJ/mol
E_LUMO (spin up / spin down): -0.11 / -0.11 eV
M: 158.05 g/mol
Energy: -40559.3662 eV